The following is a quantum chemistry calculation of a molecular structure, C86H214Cu2N14O2 at a distorted geometry, from OMol25.

Last column: Mulliken charge in e.
Cartesian coordinates (Å):
Cu -6.939 17.655 7.584  1.110
Cu -3.091 16.104 9.290  -0.061
O -7.414 19.541 8.964  -0.402
C -6.758 19.175 10.182  0.483
C -5.345 18.384 10.121  0.917
O -5.119 17.206 9.319  0.881
H -7.431 18.496 10.704  -0.530
H -6.620 20.072 10.785  -0.446
H -5.094 18.016 11.116  -0.534
H -4.578 19.101 9.826  -0.725
C 0.047 21.211 13.938  -1.658
C -0.584 21.738 12.664  0.434
N -1.238 20.722 11.831  0.587
C -1.679 21.185 10.532  1.602
C -0.479 21.483 9.675  -2.264
C -2.296 19.984 12.505  -0.946
C -3.556 20.718 12.949  -0.076
H 0.637 21.918 14.520  0.408
H 0.720 20.361 13.827  0.336
H -0.823 20.970 14.548  0.313
H -1.294 22.522 12.927  -0.146
H 0.212 22.148 12.042  0.460
H -2.223 22.104 10.753  -0.317
H -2.313 20.444 10.046  -0.497
H 0.032 22.405 9.952  0.618
H -0.803 21.559 8.637  0.271
H 0.290 20.714 9.750  0.324
H -2.495 19.086 11.920  -0.379
H -1.870 19.487 13.377  0.646
H -4.231 21.057 12.163  -0.279
H -4.183 20.028 13.515  0.067
H -3.179 21.534 13.565  0.431
C -0.900 24.733 8.611  -1.013
C -2.042 24.847 7.520  -0.642
N -2.770 23.536 7.434  0.830
C -3.377 23.495 6.095  0.211
C -2.336 23.219 5.011  -1.468
C -3.742 23.447 8.521  -0.600
C -4.365 22.068 8.567  0.530
H 0.042 24.280 8.305  0.300
H -1.213 24.214 9.517  -0.031
H -0.541 25.711 8.932  0.520
H -2.717 25.543 8.018  0.178
H -1.697 25.372 6.630  0.592
H -4.159 22.752 5.934  -0.435
H -3.920 24.424 5.922  0.509
H -2.285 22.154 4.786  0.245
H -2.639 23.582 4.028  0.449
H -1.326 23.559 5.240  0.336
H -4.476 24.252 8.485  0.654
H -3.163 23.576 9.435  -0.538
H -5.180 21.997 7.846  0.463
H -4.901 21.832 9.486  -0.437
H -3.725 21.209 8.364  -0.493
C -3.240 15.821 12.560  0.217
C -3.624 14.587 11.696  -0.558
N -2.739 14.174 10.554  1.473
C -3.436 13.157 9.790  -1.161
C -4.490 13.748 8.817  -0.345
C -1.489 13.675 11.086  -0.876
C -0.401 13.478 9.973  -0.982
H -2.354 15.516 13.118  0.605
H -4.045 16.059 13.254  -0.393
H -2.981 16.704 11.975  -0.414
H -3.957 13.722 12.269  0.412
H -4.573 14.887 11.250  -0.288
H -2.767 12.567 9.164  0.456
H -3.891 12.434 10.467  0.338
H -5.215 14.404 9.299  -0.511
H -4.071 14.239 7.939  -0.011
H -5.171 12.988 8.432  0.705
H -1.653 12.673 11.483  0.375
H -1.127 14.314 11.891  0.306
H 0.530 13.125 10.416  0.535
H -0.150 14.463 9.580  -0.059
H -0.732 12.848 9.147  0.299
C -7.957 26.189 14.110  -1.299
C -7.046 26.155 12.860  0.238
N -5.866 25.305 13.113  0.168
C -6.154 23.864 13.334  -1.588
C -6.660 23.090 12.087  3.208
C -4.744 25.591 12.198  -0.235
C -3.381 24.962 12.623  -1.171
H -8.357 25.219 14.406  0.117
H -8.755 26.916 13.958  0.385
H -7.363 26.454 14.984  0.400
H -7.665 25.859 12.013  -0.309
H -6.705 27.136 12.531  0.567
H -5.302 23.364 13.794  0.094
H -6.843 23.748 14.171  0.428
H -7.640 23.454 11.780  -0.881
H -5.964 23.183 11.253  -0.469
H -6.721 22.023 12.300  -1.110
H -4.638 26.671 12.097  0.585
H -4.972 25.320 11.167  0.083
H -2.618 25.478 12.040  0.548
H -3.303 23.884 12.483  -0.186
H -3.167 25.188 13.667  0.397
C -12.552 21.495 6.225  -1.448
C -12.245 20.120 5.646  0.137
N -13.499 19.401 5.396  0.188
C -13.264 18.341 4.388  0.075
C -13.111 18.777 2.907  -1.451
C -14.012 18.839 6.643  1.536
C -15.494 18.383 6.678  -1.610
H -12.882 21.455 7.263  -0.091
H -13.398 21.926 5.690  0.390
H -11.660 22.098 6.053  0.505
H -11.654 20.218 4.735  0.596
H -11.567 19.599 6.322  -0.276
H -14.055 17.591 4.395  0.452
H -12.371 17.750 4.592  -0.084
H -14.007 19.272 2.533  0.368
H -12.666 18.010 2.273  0.395
H -12.359 19.566 2.898  0.330
H -13.383 18.016 6.983  -0.328
H -13.920 19.589 7.428  -0.686
H -16.174 19.098 6.214  0.344
H -15.760 17.499 6.099  0.440
H -15.732 18.179 7.722  0.396
C -0.387 17.776 9.830  -0.114
C -0.251 17.240 8.453  -1.094
N -1.548 16.959 7.804  1.980
C -2.349 18.200 7.559  0.763
C -1.721 19.166 6.546  -1.263
C -1.281 16.246 6.552  -0.849
C -1.001 14.737 6.764  -1.368
H -0.967 18.698 9.869  -0.604
H 0.538 18.053 10.337  0.743
H -1.059 17.092 10.349  -0.565
H 0.439 17.856 7.876  0.472
H 0.342 16.328 8.392  0.600
H -3.405 18.031 7.350  -0.122
H -2.504 18.780 8.469  -0.603
H -0.676 19.416 6.727  0.367
H -1.867 18.827 5.521  0.438
H -2.168 20.155 6.650  -0.147
H -0.417 16.621 6.003  0.370
H -2.109 16.273 5.843  0.143
H -1.749 14.233 7.376  -0.032
H -0.033 14.573 7.236  0.447
H -0.892 14.243 5.798  0.554
C -2.683 17.239 15.890  -0.205
C -1.861 17.829 16.958  -0.803
N -2.474 17.596 18.311  0.174
C -1.488 17.752 19.375  -0.672
C -1.060 19.215 19.606  -1.018
C -3.736 18.219 18.573  0.836
C -4.460 17.481 19.766  -1.395
H -3.056 16.242 16.122  0.426
H -2.197 17.293 14.916  0.233
H -3.638 17.732 15.707  -0.516
H -0.883 17.370 16.816  0.368
H -1.718 18.898 16.800  0.349
H -1.838 17.368 20.333  0.334
H -0.605 17.143 19.180  0.428
H -0.167 19.364 20.214  0.412
H -0.855 19.678 18.641  0.242
H -1.858 19.797 20.067  0.274
H -4.460 18.166 17.760  -0.712
H -3.662 19.290 18.763  0.261
H -5.459 17.876 19.950  0.424
H -3.927 17.466 20.717  0.365
H -4.696 16.463 19.455  0.309
C -10.288 21.592 12.423  1.792
C -10.099 22.584 13.564  0.313
N -11.108 23.631 13.671  0.569
C -12.421 23.128 14.023  0.977
C -12.514 22.712 15.507  -1.989
C -11.208 24.489 12.516  1.628
C -11.768 25.849 12.800  -1.764
H -11.070 20.902 12.737  -1.088
H -9.358 21.025 12.375  0.353
H -10.572 21.940 11.430  -0.561
H -9.957 22.157 14.557  0.618
H -9.132 23.066 13.417  -1.579
H -13.154 23.931 13.951  0.538
H -12.743 22.357 13.323  -0.695
H -13.577 22.554 15.688  0.500
H -11.948 21.805 15.719  0.211
H -12.132 23.415 16.248  0.350
H -11.806 24.042 11.723  -0.743
H -10.202 24.566 12.104  -0.398
H -12.753 25.931 13.259  0.375
H -11.747 26.437 11.882  0.432
H -11.062 26.264 13.518  0.351
C -11.000 24.671 8.156  -1.665
C -10.078 23.470 8.310  1.619
N -9.028 23.484 7.286  0.212
C -8.319 22.193 7.298  -0.338
C -9.180 21.029 6.760  0.276
C -8.032 24.602 7.489  -1.430
C -7.377 24.683 8.860  0.124
H -11.825 24.460 8.836  0.128
H -11.439 24.794 7.166  0.325
H -10.570 25.590 8.556  0.426
H -9.692 23.434 9.329  -0.669
H -10.658 22.550 8.236  -0.159
H -7.902 21.933 8.271  0.076
H -7.493 22.261 6.591  0.206
H -9.629 21.293 5.802  0.550
H -9.921 20.744 7.507  -0.333
H -8.547 20.153 6.621  -0.946
H -7.258 24.468 6.734  0.506
H -8.611 25.505 7.295  0.406
H -6.702 25.537 8.906  0.634
H -8.045 24.751 9.719  0.013
H -6.822 23.775 9.094  -0.321
C -5.655 20.014 5.704  -0.298
C -6.546 19.196 4.772  -1.987
N -6.682 17.810 5.150  1.383
C -7.720 17.176 4.346  -1.625
C -9.119 17.546 4.768  -1.052
C -5.394 17.119 4.841  -1.111
C -5.283 15.803 5.630  -0.604
H -5.820 21.072 5.500  0.335
H -4.584 19.819 5.664  0.664
H -5.888 19.836 6.754  -0.425
H -7.535 19.655 4.784  0.472
H -6.180 19.227 3.746  0.426
H -7.623 17.241 3.262  0.345
H -7.704 16.106 4.552  0.562
H -9.464 18.573 4.648  0.330
H -9.854 16.898 4.289  0.703
H -9.267 17.274 5.813  0.027
H -4.503 17.706 5.064  0.144
H -5.327 16.951 3.766  0.356
H -6.072 15.088 5.396  0.654
H -5.301 15.931 6.712  -0.686
H -4.312 15.356 5.415  0.655
C -9.206 14.069 6.591  -1.538
C -9.904 14.894 7.652  -0.435
N -9.030 15.682 8.448  1.717
C -9.672 16.686 9.325  -0.504
C -10.416 17.797 8.576  0.802
C -8.043 14.952 9.204  0.413
C -8.704 13.969 10.234  -1.612
H -8.416 14.682 6.157  0.217
H -9.853 13.834 5.746  0.435
H -8.786 13.187 7.073  0.318
H -10.608 15.555 7.145  0.283
H -10.527 14.256 8.278  0.510
H -10.316 16.263 10.095  0.479
H -8.926 17.164 9.961  -0.374
H -11.320 17.469 8.065  0.547
H -10.654 18.655 9.205  -0.553
H -9.768 18.264 7.834  -1.260
H -7.448 15.712 9.710  -1.022
H -7.288 14.496 8.563  0.359
H -9.343 13.215 9.773  0.433
H -9.243 14.488 11.026  0.167
H -7.884 13.427 10.705  0.408
C -12.816 19.949 10.183  -0.036
C -13.684 20.996 10.791  -0.536
N -14.525 21.637 9.790  0.992
C -15.753 20.845 9.445  -0.275
C -16.567 21.477 8.341  -1.661
C -14.732 23.063 10.132  0.181
C -15.549 23.228 11.381  -1.151
H -12.220 20.357 9.366  -0.391
H -13.409 19.104 9.835  0.625
H -12.021 19.635 10.860  0.065
H -14.234 20.682 11.678  0.341
H -12.969 21.750 11.120  -0.915
H -15.480 19.836 9.135  0.255
H -16.413 20.646 10.290  0.453
H -15.901 21.841 7.559  0.230
H -17.264 20.790 7.862  0.462
H -17.165 22.337 8.644  0.377
H -15.219 23.510 9.266  0.534
H -13.747 23.532 10.148  -0.484
H -16.462 22.633 11.357  0.324
H -15.818 24.266 11.576  0.428
H -15.006 23.000 12.299  0.087
C -7.585 20.052 14.804  -0.928
C -7.003 18.813 15.490  0.159
N -7.451 17.502 15.009  0.795
C -6.819 16.434 15.882  -0.068
C -7.249 16.477 17.338  -1.580
C -7.059 17.393 13.631  0.379
C -7.336 16.012 13.013  -1.111
H -7.142 20.174 13.816  -0.160
H -7.275 20.972 15.298  0.657
H -8.659 19.985 14.632  -0.321
H -5.928 18.923 15.630  -0.514
H -7.445 18.845 16.486  0.786
H -5.740 16.388 15.731  -0.014
H -7.106 15.434 15.557  0.488
H -6.728 15.664 17.843  0.504
H -8.315 16.324 17.507  0.144
H -6.900 17.374 17.851  0.269
H -7.698 18.078 13.074  -0.027
H -6.021 17.688 13.474  -0.019
H -6.670 15.277 13.466  0.577
H -8.315 15.626 13.297  0.507
H -7.231 16.004 11.928  -0.471
C -13.543 16.815 17.181  -1.389
C -12.231 17.143 16.474  -0.152
N -12.381 17.095 14.986  0.092
C -13.470 17.951 14.455  -1.564
C -13.332 19.488 14.723  -0.175
C -11.053 17.462 14.414  -0.542
C -10.898 17.357 12.883  0.003
H -13.471 16.838 18.268  0.416
H -13.936 15.855 16.847  0.338
H -14.305 17.551 16.923  0.259
H -11.955 18.129 16.849  0.239
H -11.393 16.505 16.752  0.375
H -13.564 17.854 13.374  0.350
H -14.457 17.607 14.764  0.513
H -14.153 20.027 14.250  0.574
H -13.488 19.658 15.788  0.454
H -12.358 19.859 14.405  -0.345
H -10.181 16.961 14.834  0.300
H -10.854 18.485 14.731  0.190
H -11.148 16.339 12.587  0.395
H -9.864 17.479 12.557  -0.225
H -11.513 18.070 12.334  -0.245

Summary:
molecular weight = 1603.846 g/mol
total charge = 0
energy relative to the best compared isomer or geometry (same formula, charge and spin) = 0.0 kcal/mol
gap between HOMO and LUMO = 7.0 eV
calculated total energy = -206881.25668 eV